Record 1
Molecular formula: C41H37F7FeN7O9S2
Method: DFT, ωB97M-V with the def2-TZVPD basis set

Summary:
ΔE to the lowest compared entry with this formula, charge and spin: 0.00 kcal/mol
gap between HOMO and LUMO (spin up / spin down): 6.94 / 6.34 eV
energy: -5404.0590 hartree
charge: +1
multiplicity: 5
lowest unoccupied orbital energy (spin up / spin down): -3.35 / -3.35 eV

Each line ends with the Mulliken spin population.
Positions of all 104 atoms, in Å:
Fe: -1.700 1.324 1.666  3.747
S: -4.004 0.855 4.488  0.005
S: -4.917 2.785 2.666  0.004
F: -6.168 -0.618 4.681  0.000
F: -4.297 -1.688 4.932  0.000
F: 4.946 0.081 -0.405  0.000
F: -4.931 -1.063 2.958  0.000
F: -6.077 0.904 1.261  0.001
F: -7.451 2.184 2.345  0.000
F: -6.442 2.928 0.575  0.000
O: -3.256 -1.635 -0.818  0.010
O: -1.976 5.136 0.071  0.001
O: 0.748 1.112 5.227  0.000
O: -3.810 0.961 5.897  0.002
O: -2.611 -0.268 0.818  0.031
O: -2.823 0.706 3.663  0.009
O: -3.758 2.502 1.832  0.012
O: 0.165 0.636 0.507  0.041
O: -5.213 4.161 2.902  0.002
N: 0.376 -2.302 -2.326  0.000
N: -0.808 2.900 2.580  0.002
N: 5.190 -1.782 -2.563  0.000
N: 6.765 -2.263 -4.435  0.000
N: -5.020 1.935 3.973  0.001
N: -1.591 2.921 0.012  0.045
N: -0.182 0.450 3.290  0.018
C: -1.143 4.080 2.078  0.000
C: -1.869 3.272 -1.393  0.016
C: -0.122 -2.599 2.283  -0.006
C: 0.291 -2.726 -4.767  0.000
C: -4.572 0.620 -3.405  0.000
C: -0.801 -1.953 -1.754  0.000
C: 1.447 -0.705 -0.908  0.007
C: 6.235 -3.546 -3.850  0.000
C: 2.094 -1.820 2.762  0.000
C: -2.333 4.743 -1.289  0.000
C: -0.988 -1.029 -0.778  -0.001
C: 2.601 -2.660 1.780  0.000
C: 7.451 -1.456 -3.370  0.000
C: 6.370 -0.941 -2.401  0.000
C: 0.382 -3.434 1.296  0.000
C: 0.170 3.928 4.476  0.007
C: -0.898 5.254 2.772  0.004
C: 5.564 -3.190 -2.515  0.000
C: 1.535 -1.686 -1.901  0.000
C: 3.830 -0.470 -0.937  0.001
C: 0.107 -0.805 3.995  0.007
C: -2.615 2.013 -3.418  0.001
C: 0.153 -0.285 -0.318  -0.017
C: -4.777 0.928 -2.068  0.001
C: -2.826 2.334 -2.082  -0.001
C: -3.491 1.165 -4.082  0.000
C: -2.416 -0.968 -0.228  0.008
C: 0.151 1.392 4.062  0.008
C: -4.918 -0.725 4.241  0.000
C: 0.933 -0.337 5.208  -0.001
C: -3.915 1.791 -1.410  0.008
C: 1.746 -3.470 1.046  -0.001
C: -0.147 2.809 3.726  0.014
C: 2.789 -1.998 -2.446  0.000
C: -6.318 2.152 1.657  0.001
C: 3.948 -1.413 -1.967  0.000
C: 2.613 -0.109 -0.435  0.001
C: 0.370 -3.325 -3.373  0.000
C: -0.243 5.162 3.992  -0.009
C: 0.729 -1.789 3.027  0.009
C: -1.637 3.998 0.673  0.015
H: -1.806 5.411 -1.964  0.000
H: 6.109 0.088 -2.640  0.000
H: 5.540 -3.960 -4.578  0.000
H: -3.409 4.859 -1.407  0.000
H: 6.246 -3.387 -1.679  0.000
H: 1.158 -2.099 -4.984  0.000
H: 2.775 -1.178 3.307  0.000
H: 5.954 -1.725 -4.750  0.000
H: 2.541 0.625 0.357  0.001
H: 7.079 -4.223 -3.732  0.000
H: -1.758 2.425 -3.941  0.000
H: 4.688 -3.814 -2.371  0.000
H: 0.238 -3.513 -5.519  0.000
H: -1.191 -2.554 2.459  0.001
H: 7.999 -0.647 -3.848  0.000
H: -0.299 -4.055 0.727  0.000
H: 2.862 -2.680 -3.282  0.000
H: -0.601 -2.105 -4.862  0.000
H: 8.161 -2.128 -2.892  0.000
H: 3.669 -2.683 1.594  0.000
H: -4.060 2.006 -0.361  -0.006
H: 0.572 -0.730 6.154  0.000
H: -0.857 -1.202 4.327  0.001
H: 2.002 -0.522 5.120  0.000
H: -1.209 6.206 2.368  0.000
H: -5.597 0.480 -1.522  0.000
H: -3.325 0.925 -5.125  0.000
H: -0.487 -3.968 -3.178  0.000
H: 7.371 -2.440 -5.233  0.000
H: 6.782 -0.959 -1.389  0.000
H: -0.040 6.058 4.563  -0.001
H: -1.681 -2.487 -2.097  0.001
H: 2.143 -4.136 0.288  0.000
H: 1.255 -3.950 -3.251  0.000
H: -0.917 3.215 -1.930  0.000
H: -5.248 -0.054 -3.914  0.000
H: 0.707 3.836 5.408  0.000


Record 2
Molecular formula: C5H5N
Method: DFT, ωB97M-V with the def2-TZVPD basis set

Summary:
ΔE to the lowest compared entry with this formula, charge and spin: 128.94 kcal/mol
gap between HOMO and LUMO (spin up / spin down): 7.85 / 7.85 eV
energy: -248.0696 hartree
charge: 0
lowest unoccupied orbital energy (spin up / spin down): -0.37 / -0.37 eV

Each line ends with the Löwdin charge.
Positions of all 11 atoms, in Å:
N: -0.765 1.973 -0.366  0.085
C: 0.302 1.782 0.842  -0.020
C: 0.755 0.539 0.938  -0.231
C: -0.929 0.897 -0.814  -0.079
C: 0.527 -0.753 0.131  -0.150
C: -0.692 -0.484 -0.793  -0.145
H: 1.417 0.517 1.783  0.069
H: -0.600 -0.879 -1.724  0.080
H: -1.603 -0.979 -0.276  0.167
H: 0.199 -1.507 0.820  0.090
H: 1.391 -1.105 -0.542  0.136


Calculated F_max, 0.035, 0.080 Eh/bohr (same order as the records).